(w)
{
  "formula": "C5H7NO2",
  "method": "ωB97M-V/def2-TZVPD",
  "spin_multiplicity": 1,
  "smiles": "C/C=C\\[C@@H]1OC=NO1",
  "gap_ev": 9.4662,
  "species": ["C", "C", "C", "C", "O", "C", "N", "O", "H", "H", "H", "H", "H", "H", "H"],
  "coordinates": [[-1.9874, -0.7198, 0.2767], [-1.4071, 0.5766, -0.3750], [-0.0607, 0.9924, -0.3410], [0.9495, 0.5674, 0.6357], [2.2972, 0.5851, 0.3887], [2.4996, -0.4888, -0.3545], [1.3206, -1.3935, -0.4991], [0.4936, -0.8449, 0.5911], [-2.7922, -0.2340, 1.2038], [-1.1707, -1.4895, 0.4910], [-2.5208, -1.3265, -0.5772], [-2.1101, 1.1482, -1.1885], [0.1622, 1.9664, -0.9144], [0.9842, 0.9201, 1.6313], [3.3420, -0.2591, -0.9687]]
}

***

(x)
{
  "formula": "C5H7NO2",
  "method": "ωB97M-V/def2-TZVPD",
  "spin_multiplicity": 1,
  "smiles": "O=CCC(=O)N1CC1",
  "gap_ev": 10.7414,
  "species": ["O", "C", "C", "C", "O", "N", "C", "C", "H", "H", "H", "H", "H", "H", "H"],
  "coordinates": [[-0.6699, 1.8754, -1.0683], [0.3239, 1.4978, -1.6533], [1.0601, 0.2222, -1.3182], [0.0942, -0.7501, -0.5558], [-0.7365, -1.2741, -1.2697], [0.1548, -0.7672, 0.8219], [-0.9610, -1.1692, 1.5971], [-0.3052, 0.1804, 1.7369], [0.7690, 2.0433, -2.5829], [2.0357, 0.3889, -0.7444], [1.3987, -0.2914, -2.1965], [-0.6958, -2.0403, 2.2495], [-1.9748, -1.3889, 1.1909], [-0.9394, 1.0392, 1.3264], [0.4463, 0.4340, 2.4664]]
}

***

Each structure's energy above the most stable one, in kJ/mol: (w) 491.8; (x) 0.0.

***

(w)
{
  "formula": "C5H7NO2",
  "method": "ωB97M-V/def2-TZVPD",
  "spin_multiplicity": 1,
  "smiles": "C=C/C(=N/O)[C@H]1CO1",
  "gap_ev": 8.6165,
  "species": ["C", "C", "C", "N", "O", "C", "C", "O", "H", "H", "H", "H", "H", "H", "H"],
  "coordinates": [[2.8403, -0.0573, 0.0559], [1.4691, -0.3378, -0.1078], [0.1867, 0.3787, -0.0427], [0.3175, 1.7165, -0.2976], [-0.9155, 2.3636, 0.1484], [-0.9154, -0.6665, -0.2698], [-1.9541, -0.6536, 0.6347], [-2.2149, -0.1611, -0.7364], [3.2481, 0.8660, -0.1282], [3.4096, -1.0887, 0.0224], [1.3667, -1.4888, -0.2452], [-1.4434, 1.7774, -0.4749], [-0.6861, -1.4530, -0.8099], [-1.8283, 0.1313, 1.4473], [-2.8803, -1.3268, 0.8039]]
}

***

(x)
{
  "formula": "C5H7NO2",
  "method": "ωB97M-V/def2-TZVPD",
  "spin_multiplicity": 1,
  "gap_ev": 9.2012,
  "species": ["C", "C", "C", "C", "C", "O", "O", "N", "H", "H", "H", "H", "H", "H", "H"],
  "coordinates": [[1.7573, 0.1080, 0.2326], [-0.4251, 1.4711, -0.4860], [-1.3683, -0.6906, -0.1522], [0.3524, 0.2303, -0.2579], [-1.0437, 0.5438, 0.5619], [-2.4065, -1.4885, 0.0269], [2.0120, -1.1456, 0.8145], [-0.3060, -0.9174, -0.8866], [-2.2879, -2.2835, -0.5144], [1.5580, -1.8031, 0.2656], [2.4244, 0.2848, -0.6300], [1.9625, 0.8741, 0.9863], [0.0103, 2.3803, -0.0892], [-0.9402, 1.6009, -1.4340], [-1.2992, 0.8355, 1.5624]]
}

***

(y)
{
  "formula": "C5H7NO2",
  "method": "ωB97M-V/def2-TZVPD",
  "spin_multiplicity": 1,
  "smiles": "COc1[nH]ccc1O",
  "gap_ev": 7.9713,
  "species": ["C", "O", "C", "N", "C", "C", "C", "O", "H", "H", "H", "H", "H", "H", "H"],
  "coordinates": [[1.2111, -1.8199, 1.0173], [1.3739, -0.4599, 0.8958], [0.4086, 0.2762, 0.2378], [0.5538, 1.6224, 0.2239], [-0.3989, 2.1908, -0.5257], [-1.2921, 1.1809, -0.9010], [-0.7349, -0.0857, -0.6266], [-1.2626, -1.2755, -0.8760], [1.7103, -2.3351, 1.8530], [1.5753, -2.2870, 0.0725], [0.2652, -2.2535, 0.9255], [1.4564, 2.0896, 0.3540], [-0.3932, 3.2383, -0.3729], [-2.2793, 1.3622, -1.4416], [-2.1937, -1.4438, -0.8360]]
}

***

Each structure's energy above the most stable one, in kJ/mol: (w) 442.3; (x) 20.9; (y) 0.0.

***

(w)
{
  "formula": "C5H7NO2",
  "method": "ωB97M-V/def2-TZVPD",
  "spin_multiplicity": 1,
  "smiles": "O=CCC(=O)N1CC1",
  "gap_ev": 10.3690,
  "species": ["O", "C", "C", "C", "O", "N", "C", "C", "H", "H", "H", "H", "H", "H", "H"],
  "coordinates": [[-1.7079, -0.6235, -0.8597], [-1.9991, 0.2001, -0.1382], [-0.8302, 1.1581, 0.4402], [0.5836, 1.0915, -0.0901], [1.2116, 1.9263, -0.7611], [1.0586, -0.0754, 0.5255], [1.7452, -0.8870, -0.3385], [0.3059, -1.3425, -0.0080], [-3.1284, 0.5682, 0.0053], [-0.8588, 0.9813, 1.6147], [-1.1713, 2.2005, 0.5545], [2.6476, -1.3810, 0.3207], [2.3137, -0.5569, -1.5013], [-0.4617, -1.1553, -0.6292], [0.2911, -2.1044, 0.8652]]
}

***

(x)
{
  "formula": "C5H7NO2",
  "method": "ωB97M-V/def2-TZVPD",
  "spin_multiplicity": 1,
  "gap_ev": 9.2945,
  "species": ["C", "C", "C", "C", "C", "H", "H", "H", "H", "H", "H", "H", "N", "O", "O"],
  "coordinates": [[0.4702, 0.5484, 0.6639], [0.5957, 0.7021, -0.8078], [-0.9336, 0.5867, 0.2802], [-1.1574, -0.7733, -0.5782], [0.0104, -0.6160, -1.2557], [0.4541, -1.4896, 1.5078], [2.0108, 0.0900, 2.3178], [0.7549, 1.4921, 1.0907], [1.4858, 1.0382, -1.1699], [-1.8305, 0.9688, 0.9207], [-2.2425, -0.8985, -0.7088], [-0.0406, -0.8106, -2.4314], [1.1482, -0.5806, 1.4110], [-0.6873, 1.4269, -0.8731], [-0.0382, -1.6845, -0.3673]]
}

***

(y)
{
  "formula": "C5H7NO2",
  "method": "ωB97M-V/def2-TZVPD",
  "spin_multiplicity": 1,
  "gap_ev": 9.8170,
  "species": ["C", "C", "C", "C", "C", "H", "H", "H", "H", "H", "H", "H", "N", "O", "O"],
  "coordinates": [[-0.4876, -0.4538, 0.2401], [-0.7077, -0.1341, -1.3414], [0.4933, 1.0074, -1.0064], [0.3448, 0.7830, 0.5251], [0.5039, -1.4224, 0.6523], [-1.0357, -0.3438, 1.9278], [-0.6231, -0.8059, -2.0649], [-1.6188, 0.6534, -1.2846], [0.1791, 2.0445, -1.2479], [1.4363, 0.6883, -1.3489], [-0.5108, 1.5102, 1.0242], [0.6466, -2.4076, 0.6256], [1.4857, -0.8172, 1.1683], [-1.5398, -0.8844, 0.8331], [1.4338, 0.5826, 1.2975]]
}

***

(z)
{
  "formula": "C5H7NO2",
  "method": "ωB97M-V/def2-TZVPD",
  "spin_multiplicity": 1,
  "gap_ev": 8.8446,
  "species": ["C", "C", "C", "C", "C", "H", "H", "H", "H", "H", "H", "H", "N", "O", "O"],
  "coordinates": [[0.6612, -0.4196, 1.8662], [0.7048, 0.9164, -0.1274], [0.6533, -0.1953, -1.1104], [-0.4335, -0.9115, -1.5448], [-1.5605, -1.4694, -0.4995], [-0.4959, -0.5181, 1.8126], [1.0502, -1.3416, 1.3464], [0.9574, -0.2842, 3.1013], [1.0830, 1.3819, 1.7822], [1.5343, 0.0236, -1.8414], [0.1684, -1.5434, -2.2736], [-1.9388, -3.0556, -0.1733], [1.0091, 0.6854, 1.1218], [0.9202, 2.0887, -0.6158], [-2.1171, -0.4618, 0.2268]]
}

***

Each structure's energy above the most stable one, in kJ/mol: (w) 0.0; (x) 175.1; (y) 168.2; (z) 101.1.